{
  "formula": "C30H30N8O7SSiTi",
  "method": "wB97M-V/def2-TZVPD",
  "e_above_lowest_ev": 4.0867,
  "total_energy_ha": -3663.08494,
  "homo_energy_ev": -8.07,
  "elements": ["Ti", "N", "C", "C", "C", "C", "C", "C", "S", "O", "O", "N", "C", "N", "C", "C", "C", "N", "H", "H", "H", "H", "H", "H", "H", "H", "H", "O", "C", "O", "H", "C", "Si", "C", "C", "C", "C", "C", "C", "C", "H", "H", "H", "H", "H", "H", "H", "H", "H", "H", "H", "O", "N", "O", "O", "C", "C", "N", "C", "C", "C", "C", "C", "C", "C", "C", "N", "C", "N", "H", "H", "H", "H", "H", "H", "H", "H", "H"],
  "positions_angstrom": [[-0.331, -2.003, -0.405], [-6.066, 1.875, 4.163], [-5.379, 1.133, 3.219], [-5.979, 0.808, 1.999], [-5.308, 0.035, 1.071], [-4.036, -0.431, 1.364], [-3.421, -0.114, 2.570], [-4.089, 0.664, 3.492], [-3.156, -1.375, 0.195], [-2.743, -2.627, 0.779], [-3.936, -1.450, -1.010], [-1.708, -0.577, -0.047], [-1.775, 0.563, -0.885], [-2.890, 1.281, -0.940], [-2.889, 2.302, -1.792], [-1.792, 2.625, -2.570], [-0.664, 1.850, -2.374], [-0.638, 0.833, -1.522], [-6.866, 2.399, 3.857], [-5.539, 2.293, 4.908], [-6.977, 1.172, 1.782], [-5.754, -0.206, 0.115], [-2.425, -0.488, 2.782], [-3.619, 0.912, 4.438], [-3.805, 2.883, -1.840], [-1.803, 3.445, -3.274], [0.253, 2.048, -2.920], [-1.168, -3.630, -1.287], [-1.642, -2.938, -2.248], [-1.222, -1.759, -2.379], [-2.380, -3.360, -2.927], [1.764, -0.415, -3.104], [1.567, -1.991, -2.138], [1.244, -3.377, -3.352], [3.253, -2.370, -1.407], [4.197, -1.360, -1.195], [5.416, -1.626, -0.583], [5.716, -2.919, -0.169], [4.798, -3.941, -0.382], [3.581, -3.667, -0.994], [2.655, -0.493, -3.735], [1.864, 0.456, -2.450], [0.887, -0.261, -3.738], [2.137, -3.544, -3.960], [0.418, -3.114, -4.018], [0.988, -4.313, -2.851], [3.976, -0.342, -1.506], [6.128, -0.825, -0.422], [6.664, -3.130, 0.311], [5.032, -4.953, -0.072], [2.867, -4.473, -1.132], [-0.440, -2.333, 1.840], [-0.135, -3.489, 1.445], [-0.534, -4.513, 1.886], [0.700, -3.449, 0.386], [2.990, -0.646, 2.396], [2.283, -1.220, 1.360], [1.235, -0.620, 0.777], [0.903, 0.598, 1.204], [1.552, 1.253, 2.239], [2.601, 0.596, 2.862], [1.072, 2.565, 2.730], [0.767, 3.660, 2.041], [1.029, 3.946, 0.611], [0.365, 4.985, -0.027], [0.715, 5.258, -1.335], [1.659, 4.575, -1.982], [2.233, 3.597, -1.281], [1.967, 3.240, -0.029], [3.818, -1.185, 2.836], [2.535, -2.207, 1.011], [0.063, 1.072, 0.721], [3.124, 1.068, 3.687], [0.927, 2.612, 3.806], [0.329, 4.488, 2.589], [-0.393, 5.562, 0.486], [0.228, 6.055, -1.888], [3.004, 3.027, -1.789]]
}

{
  "formula": "C30H30N8O7SSiTi",
  "method": "wB97M-V/def2-TZVPD",
  "e_above_lowest_ev": 3.9280,
  "total_energy_ha": -3663.09077,
  "homo_energy_ev": -8.15,
  "elements": ["Ti", "N", "C", "C", "C", "C", "C", "C", "S", "O", "O", "N", "C", "N", "C", "C", "C", "N", "H", "H", "H", "H", "H", "H", "H", "H", "H", "O", "C", "O", "H", "C", "Si", "C", "C", "C", "C", "C", "C", "C", "H", "H", "H", "H", "H", "H", "H", "H", "H", "H", "H", "O", "N", "O", "O", "C", "C", "N", "C", "C", "C", "C", "C", "C", "C", "C", "N", "C", "N", "H", "H", "H", "H", "H", "H", "H", "H", "H"],
  "positions_angstrom": [[0.503, -0.923, -0.048], [5.265, 5.927, 1.070], [4.707, 4.664, 1.042], [3.915, 4.264, -0.041], [3.329, 3.015, -0.047], [3.517, 2.155, 1.026], [4.297, 2.537, 2.109], [4.885, 3.785, 2.116], [2.810, 0.560, 0.987], [2.818, 0.099, -0.406], [3.453, -0.260, 1.968], [1.205, 0.640, 1.208], [0.707, 0.793, 2.489], [1.463, 1.347, 3.435], [0.930, 1.393, 4.652], [-0.331, 0.905, 4.942], [-1.040, 0.376, 3.875], [-0.532, 0.326, 2.654], [5.372, 6.393, 0.186], [6.043, 6.060, 1.694], [3.769, 4.938, -0.877], [2.734, 2.695, -0.895], [4.427, 1.850, 2.932], [5.493, 4.089, 2.959], [1.545, 1.841, 5.425], [-0.740, 0.937, 5.940], [-2.043, -0.026, 3.989], [-0.711, -4.193, -0.148], [-0.813, -3.480, -1.118], [-0.498, -2.210, -1.181], [-1.201, -3.854, -2.081], [-2.750, -0.234, -1.593], [-1.930, 0.043, 0.089], [-2.031, 1.913, 0.351], [-2.974, -0.842, 1.384], [-2.708, -2.152, 1.789], [-3.489, -2.772, 2.755], [-4.553, -2.098, 3.338], [-4.834, -0.797, 2.947], [-4.050, -0.180, 1.981], [-3.715, 0.283, -1.600], [-2.934, -1.294, -1.763], [-2.160, 0.146, -2.428], [-3.087, 2.183, 0.445], [-1.664, 2.460, -0.520], [-1.511, 2.269, 1.237], [-1.877, -2.702, 1.370], [-3.257, -3.787, 3.054], [-5.159, -2.583, 4.093], [-5.663, -0.260, 3.393], [-4.286, 0.840, 1.698], [1.915, -3.801, 1.892], [1.524, -2.927, 1.193], [1.943, -2.673, 0.035], [0.598, -2.102, 1.582], [0.859, 2.000, -3.450], [0.561, 1.397, -2.243], [0.733, 0.089, -2.047], [1.252, -0.651, -3.024], [1.645, -0.117, -4.241], [1.408, 1.231, -4.463], [2.331, -0.988, -5.222], [3.542, -1.501, -5.022], [4.404, -1.201, -3.859], [5.276, -2.159, -3.357], [6.056, -1.792, -2.274], [5.997, -0.582, -1.729], [5.132, 0.259, -2.283], [4.342, 0.021, -3.321], [0.684, 3.058, -3.579], [0.184, 1.963, -1.403], [1.385, -1.706, -2.814], [1.689, 1.682, -5.406], [1.786, -1.259, -6.120], [3.938, -2.207, -5.743], [5.337, -3.149, -3.787], [6.752, -2.492, -1.825], [5.073, 1.251, -1.850]]
}

{
  "formula": "C30H30N9P2S2SbY",
  "method": "wB97M-V/def2-TZVPD",
  "e_above_lowest_ev": 0.3202,
  "total_energy_ha": -3411.86172,
  "homo_energy_ev": -5.44,
  "charge": -1,
  "elements": ["Y", "S", "P", "C", "P", "S", "C", "C", "C", "C", "C", "C", "C", "C", "C", "C", "C", "C", "C", "C", "C", "C", "C", "C", "C", "C", "C", "C", "C", "C", "H", "H", "H", "H", "H", "H", "H", "H", "H", "H", "H", "H", "H", "H", "H", "H", "H", "H", "H", "H", "N", "C", "N", "N", "N", "N", "C", "N", "N", "N", "N", "H", "C", "Sb", "C", "C", "H", "H", "H", "H", "H", "H", "H", "H", "H"],
  "positions_angstrom": [[-0.320, 1.995, 0.074], [-1.916, 0.375, -1.553], [-0.665, -0.883, -0.537], [0.660, -0.186, 0.258], [1.989, 0.252, -0.724], [2.328, 2.262, -0.765], [3.504, -0.540, -0.057], [4.752, -0.239, -0.603], [5.905, -0.811, -0.088], [5.821, -1.685, 0.995], [4.584, -1.977, 1.552], [3.426, -1.404, 1.026], [2.007, -0.318, -2.477], [2.678, -1.488, -2.842], [2.658, -1.944, -4.158], [1.958, -1.242, -5.125], [1.275, -0.085, -4.775], [1.302, 0.378, -3.462], [-0.277, -2.336, -1.597], [0.538, -3.339, -1.058], [0.895, -4.444, -1.821], [0.453, -4.550, -3.137], [-0.346, -3.554, -3.680], [-0.712, -2.450, -2.911], [-1.678, -1.699, 0.773], [-1.321, -1.595, 2.114], [-2.111, -2.176, 3.105], [-3.259, -2.875, 2.760], [-3.618, -2.995, 1.419], [-2.832, -2.408, 0.436], [4.816, 0.457, -1.434], [6.871, -0.569, -0.518], [6.724, -2.126, 1.407], [4.517, -2.643, 2.405], [2.450, -1.601, 1.456], [3.206, -2.060, -2.089], [3.183, -2.856, -4.422], [1.940, -1.599, -6.150], [0.719, 0.467, -5.524], [0.781, 1.285, -3.217], [0.899, -3.238, -0.039], [1.527, -5.216, -1.396], [0.742, -5.404, -3.740], [-0.677, -3.626, -4.711], [-1.320, -1.658, -3.333], [-0.418, -1.054, 2.367], [-1.826, -2.080, 4.147], [-3.873, -3.327, 3.529], [-4.514, -3.540, 1.144], [-3.123, -2.485, -0.606], [-0.391, 5.502, 1.013], [-0.985, 5.169, -0.194], [-1.581, 6.042, -0.963], [-2.044, 5.300, -2.021], [-1.742, 4.061, -1.870], [-1.046, 3.932, -0.689], [0.282, 4.593, 1.811], [1.164, 4.932, 2.714], [1.540, 3.745, 3.283], [0.911, 2.763, 2.747], [0.064, 3.278, 1.796], [-0.136, 6.465, 1.131], [-4.717, 0.870, 2.758], [-2.873, 1.771, 2.180], [-3.687, 3.734, 1.914], [-2.206, 2.049, 4.190], [-5.147, 1.500, 3.540], [-4.531, -0.138, 3.142], [-5.403, 0.806, 1.907], [-4.310, 3.990, 2.773], [-4.285, 3.753, 1.002], [-2.882, 4.466, 1.815], [-2.945, 2.651, 4.726], [-1.230, 2.535, 4.208], [-2.122, 1.067, 4.668]]
}

{
  "formula": "C30H30NO2",
  "method": "wB97M-V/def2-TZVPD",
  "e_above_lowest_ev": 0.0000,
  "total_energy_ha": -1366.16517,
  "homo_energy_ev": -10.82,
  "charge": 1,
  "elements": ["C", "O", "C", "C", "C", "C", "C", "C", "C", "C", "C", "O", "C", "C", "C", "C", "C", "C", "C", "C", "C", "C", "H", "H", "H", "H", "H", "H", "H", "H", "H", "H", "H", "H", "H", "H", "H", "H", "H", "C", "C", "C", "C", "C", "C", "C", "C", "N", "C", "C", "H", "H", "H", "H", "H", "H", "H", "H", "H", "H", "H", "H", "H"],
  "positions_angstrom": [[5.676, 2.906, 2.346], [5.816, 1.574, 1.799], [4.721, 0.774, 1.725], [4.956, -0.601, 1.476], [3.961, -1.519, 1.730], [2.719, -1.113, 2.265], [1.744, -2.174, 2.749], [0.275, -1.753, 2.829], [-0.674, -2.443, 2.076], [-2.029, -2.179, 2.218], [-2.433, -1.113, 3.022], [-3.799, -0.901, 3.209], [-4.460, 0.089, 2.484], [-5.635, -0.321, 1.849], [-6.310, 0.582, 1.041], [-5.860, 1.900, 0.921], [-4.711, 2.307, 1.616], [-3.987, 1.400, 2.400], [-1.502, -0.356, 3.730], [-0.153, -0.708, 3.659], [2.421, 0.251, 2.252], [3.405, 1.200, 2.001], [6.705, 3.264, 2.395], [5.079, 3.540, 1.675], [5.229, 2.897, 3.352], [5.944, -0.908, 1.144], [4.156, -2.581, 1.539], [1.830, -3.031, 2.070], [-0.357, -3.239, 1.402], [-2.786, -2.773, 1.709], [-5.959, -1.353, 1.993], [-7.205, 0.248, 0.512], [-6.405, 2.611, 0.294], [-4.371, 3.339, 1.552], [-3.092, 1.696, 2.950], [-1.838, 0.486, 4.334], [0.569, -0.129, 4.247], [1.411, 0.601, 2.458], [3.168, 2.267, 2.042], [0.241, -6.686, 1.333], [-0.694, -6.194, 2.243], [-0.285, -5.344, 3.272], [1.057, -4.951, 3.381], [1.481, -4.044, 4.512], [2.518, -4.665, 5.469], [3.742, -3.756, 5.550], [3.607, -2.726, 4.440], [2.140, -2.701, 4.064], [2.009, -5.501, 2.503], [1.594, -6.360, 1.479], [-0.082, -7.340, 0.522], [-1.746, -6.477, 2.170], [-1.005, -4.966, 4.009], [0.584, -3.737, 5.073], [2.041, -4.823, 6.442], [2.809, -5.663, 5.123], [3.851, -3.274, 6.529], [4.668, -4.321, 5.388], [3.901, -1.701, 4.715], [4.185, -3.033, 3.569], [1.752, -2.075, 4.776], [3.074, -5.264, 2.626], [2.342, -6.786, 0.808]]
}

What did the second record say?
{
  "formula": "C30H30N8O7SSiTi",
  "method": "wB97M-V/def2-TZVPD",
  "e_above_lowest_ev": 3.9280,
  "total_energy_ha": -3663.09077,
  "homo_energy_ev": -8.15,
  "elements": ["Ti", "N", "C", "C", "C", "C", "C", "C", "S", "O", "O", "N", "C", "N", "C", "C", "C", "N", "H", "H", "H", "H", "H", "H", "H", "H", "H", "O", "C", "O", "H", "C", "Si", "C", "C", "C", "C", "C", "C", "C", "H", "H", "H", "H", "H", "H", "H", "H", "H", "H", "H", "O", "N", "O", "O", "C", "C", "N", "C", "C", "C", "C", "C", "C", "C", "C", "N", "C", "N", "H", "H", "H", "H", "H", "H", "H", "H", "H"],
  "positions_angstrom": [[0.503, -0.923, -0.048], [5.265, 5.927, 1.070], [4.707, 4.664, 1.042], [3.915, 4.264, -0.041], [3.329, 3.015, -0.047], [3.517, 2.155, 1.026], [4.297, 2.537, 2.109], [4.885, 3.785, 2.116], [2.810, 0.560, 0.987], [2.818, 0.099, -0.406], [3.453, -0.260, 1.968], [1.205, 0.640, 1.208], [0.707, 0.793, 2.489], [1.463, 1.347, 3.435], [0.930, 1.393, 4.652], [-0.331, 0.905, 4.942], [-1.040, 0.376, 3.875], [-0.532, 0.326, 2.654], [5.372, 6.393, 0.186], [6.043, 6.060, 1.694], [3.769, 4.938, -0.877], [2.734, 2.695, -0.895], [4.427, 1.850, 2.932], [5.493, 4.089, 2.959], [1.545, 1.841, 5.425], [-0.740, 0.937, 5.940], [-2.043, -0.026, 3.989], [-0.711, -4.193, -0.148], [-0.813, -3.480, -1.118], [-0.498, -2.210, -1.181], [-1.201, -3.854, -2.081], [-2.750, -0.234, -1.593], [-1.930, 0.043, 0.089], [-2.031, 1.913, 0.351], [-2.974, -0.842, 1.384], [-2.708, -2.152, 1.789], [-3.489, -2.772, 2.755], [-4.553, -2.098, 3.338], [-4.834, -0.797, 2.947], [-4.050, -0.180, 1.981], [-3.715, 0.283, -1.600], [-2.934, -1.294, -1.763], [-2.160, 0.146, -2.428], [-3.087, 2.183, 0.445], [-1.664, 2.460, -0.520], [-1.511, 2.269, 1.237], [-1.877, -2.702, 1.370], [-3.257, -3.787, 3.054], [-5.159, -2.583, 4.093], [-5.663, -0.260, 3.393], [-4.286, 0.840, 1.698], [1.915, -3.801, 1.892], [1.524, -2.927, 1.193], [1.943, -2.673, 0.035], [0.598, -2.102, 1.582], [0.859, 2.000, -3.450], [0.561, 1.397, -2.243], [0.733, 0.089, -2.047], [1.252, -0.651, -3.024], [1.645, -0.117, -4.241], [1.408, 1.231, -4.463], [2.331, -0.988, -5.222], [3.542, -1.501, -5.022], [4.404, -1.201, -3.859], [5.276, -2.159, -3.357], [6.056, -1.792, -2.274], [5.997, -0.582, -1.729], [5.132, 0.259, -2.283], [4.342, 0.021, -3.321], [0.684, 3.058, -3.579], [0.184, 1.963, -1.403], [1.385, -1.706, -2.814], [1.689, 1.682, -5.406], [1.786, -1.259, -6.120], [3.938, -2.207, -5.743], [5.337, -3.149, -3.787], [6.752, -2.492, -1.825], [5.073, 1.251, -1.850]]
}